# 1
The following is a quantum chemistry calculation of a structure of composition C22H28OP2Re in a non-equilibrium geometry, from the OMol25 dataset.

The geometry in XYZ format:
```
54
Properties=species:S:1:pos:R:3:mulliken_spin:R:1
Re -0.923 -0.166 -1.218 2.1530
H 0.900 1.657 3.104 -0.0018
H -0.584 1.652 -1.742 0.1052
P -2.307 -0.479 -2.974 -0.0944
C -1.699 -1.611 -4.298 0.0460
H -2.295 -1.483 -5.213 0.0054
H -0.642 -1.400 -4.507 -0.0004
H -1.794 -2.641 -3.931 0.0032
C -4.005 -1.141 -2.750 0.0263
H -4.713 -0.309 -2.757 -0.0042
H -4.257 -1.858 -3.537 0.0036
H -4.046 -1.645 -1.781 0.0085
C -2.636 1.051 -3.930 0.0222
H -1.885 1.795 -3.655 0.0064
H -2.585 0.859 -5.007 0.0015
H -3.630 1.421 -3.661 -0.0013
C 0.442 -1.338 -1.888 0.2689
O 1.291 -2.045 -2.314 0.2498
H -1.783 -0.141 0.204 0.1276
H -1.910 -1.454 -0.977 -0.0205
C -2.685 0.668 3.500 -0.0017
C -2.399 1.755 2.664 0.0051
C -1.107 2.001 2.229 0.0613
C 0.003 1.147 2.661 -0.0270
C -0.371 -0.017 3.454 0.0095
C -1.653 -0.193 3.916 0.0013
P 0.394 0.391 0.689 0.0430
C 1.796 1.551 0.324 -0.0149
C 2.653 1.243 -0.743 0.0238
C 3.722 2.082 -1.062 0.0041
C 4.032 3.172 -0.245 0.0008
C 3.208 3.455 0.850 0.0068
C 2.037 2.719 1.067 -0.0068
C 1.292 -1.139 1.225 -0.0274
C 2.681 -1.186 1.408 0.0038
C 3.302 -2.407 1.700 0.0075
C 2.542 -3.567 1.871 0.0092
C 1.150 -3.505 1.754 -0.0102
C 0.528 -2.296 1.435 -0.0177
H -3.705 0.485 3.845 0.0001
H -3.218 2.396 2.331 -0.0041
H -0.888 2.836 1.558 -0.0021
H 0.420 -0.713 3.732 -0.0003
H -1.882 -1.017 4.599 0.0004
H 2.481 0.340 -1.340 0.0188
H 4.329 1.862 -1.938 0.0002
H 4.904 3.794 -0.461 -0.0002
H 3.474 4.256 1.542 0.0000
H 1.341 3.064 1.830 -0.0011
H 3.283 -0.284 1.305 0.0019
H 4.386 -2.448 1.792 0.0004
H 3.029 -4.520 2.098 0.0000
H 0.543 -4.399 1.906 -0.0003
H -0.559 -2.252 1.333 0.0105
```

Properties
Total charge: +2
Multiplicity: 4
HOMO level (alpha / beta): -0.5409 / -0.5464 Eh
E_LUMO (alpha / beta): -8.29 / -9.34 eV
ΔE to the lowest compared entry with this formula, charge and spin: 0.0 kcal per mole

=====

# 2
The following is a quantum chemistry calculation of a structure of composition C22H29BeK2N7O8S2 in a non-equilibrium geometry, from the OMol25 dataset.

The geometry in XYZ format:
```
71
Properties=species:S:1:pos:R:3:mulliken_charge:R:1
K -12.770 -17.724 14.579 0.8128
K -12.454 -19.876 10.505 1.0525
Be -12.142 -22.146 13.964 1.0702
S -10.176 -19.762 13.263 0.7694
O -11.018 -20.634 12.398 -0.7753
O -10.474 -20.301 14.565 -0.6188
O -8.759 -20.037 13.097 -0.6738
O -10.694 -18.356 13.125 -0.4117
S -14.382 -20.265 13.162 1.3277
O -14.159 -19.080 12.351 -0.6720
O -13.486 -20.232 14.310 -0.5257
O -15.737 -20.444 13.638 -0.8632
O -13.884 -21.431 12.448 -0.8645
C -11.404 -13.190 16.150 -0.9931
C -11.514 -14.630 16.315 0.5803
N -11.645 -15.783 16.570 -0.5252
H -10.363 -12.881 16.064 0.2905
H -11.880 -12.747 17.025 0.3728
H -11.984 -12.871 15.283 0.2651
C -14.537 -14.491 12.290 -0.3598
C -15.751 -14.755 13.081 0.2948
N -16.704 -14.944 13.673 -0.4563
H -13.786 -15.107 12.783 -0.1456
H -14.153 -13.490 12.488 0.3580
H -14.723 -14.554 11.217 0.3669
C -11.509 -19.761 19.156 -0.5091
C -10.476 -19.966 18.149 0.4323
N -9.611 -20.196 17.351 -0.4760
H -11.635 -18.690 19.002 0.1179
H -11.163 -19.925 20.177 0.3208
H -12.501 -20.130 18.895 0.1502
N -15.476 -18.929 15.940 0.2716
C -14.697 -19.004 17.043 -0.7116
C -14.360 -17.734 17.537 -0.2253
C -15.072 -16.903 16.664 -0.5441
C -15.671 -17.587 15.685 -0.7833
H -15.855 -19.660 15.355 0.3988
H -14.273 -19.937 17.384 0.3114
H -13.840 -17.374 18.412 0.4617
H -15.116 -15.826 16.729 0.4910
H -16.266 -17.278 14.838 0.3775
N -17.459 -18.543 12.293 0.2861
C -17.469 -17.782 11.122 -0.5071
C -18.688 -17.270 10.965 -0.5857
C -19.441 -17.600 12.062 -0.4562
C -18.721 -18.435 12.804 -0.4814
H -16.640 -19.026 12.636 0.2708
H -16.523 -17.679 10.612 0.4124
H -18.985 -16.487 10.284 0.3477
H -20.337 -17.102 12.404 0.3405
H -18.862 -18.837 13.797 0.4054
N -9.422 -17.558 8.750 -0.0184
C -10.325 -17.230 9.747 -0.7039
C -11.605 -17.137 9.171 -0.0973
C -11.536 -17.395 7.864 -0.9174
C -10.171 -17.519 7.579 -0.5308
H -8.427 -17.543 8.924 0.2452
H -10.019 -17.020 10.762 0.4212
H -12.532 -16.753 9.573 0.6917
H -12.280 -17.302 7.087 0.4392
H -9.632 -17.666 6.654 0.4175
N -10.451 -15.741 12.950 0.3821
C -9.709 -14.998 13.893 -0.6001
C -9.875 -13.652 13.506 -1.0309
C -10.846 -13.595 12.483 -0.5245
C -11.110 -14.880 12.078 -0.5357
H -10.403 -16.737 12.788 0.5623
H -9.260 -15.560 14.699 0.5555
H -9.443 -12.748 13.909 0.6056
H -11.281 -12.692 12.080 0.4538
H -11.652 -15.249 11.219 0.3929
```

Properties
Multiplicity: 1
HOMO level: -0.2792 Eh
E_LUMO: -4.21 eV

=====

# 3
The following is a quantum chemistry calculation of a structure of composition C22H29F17NO16S2Zr2 in a non-equilibrium geometry, from the OMol25 dataset.

The geometry in XYZ format:
```
89
Properties=species:S:1:pos:R:3:mulliken_charge:R:1
Zr -1.934 -2.458 -1.189 1.9340
Zr 2.455 -0.420 -3.806 2.2600
N -1.969 -1.805 -3.157 -0.0848
S -1.340 -0.464 -4.060 0.5838
O -2.033 -0.084 -5.205 -0.3728
O 0.102 -0.432 -3.976 -0.2737
F -1.747 0.654 -3.077 -0.1178
S -2.179 -2.715 -4.497 0.9038
O -1.042 -2.996 -5.277 -0.4516
O -3.442 -2.661 -5.071 -0.3621
F -2.268 -4.001 -3.472 -0.3643
O -1.100 -0.748 -0.447 0.4532
C -0.176 0.301 -0.224 -0.1812
C 1.323 0.163 -0.626 -0.7477
O 1.766 0.073 -1.970 -0.4214
H -0.209 0.477 0.852 0.4233
H -0.468 1.224 -0.740 0.4311
H 1.695 -0.706 -0.061 0.0801
H 1.912 0.955 -0.152 0.3590
C -4.662 2.978 -0.039 -1.3520
C -4.106 1.734 -0.679 0.3600
O -5.179 0.749 -0.743 -0.0920
C -4.927 -0.429 -1.115 0.0059
O -3.805 -0.938 -1.292 -0.0430
C -6.195 -1.309 -1.310 0.6953
F -6.169 -2.286 -0.423 -0.1747
F -7.296 -0.609 -1.188 -0.1949
F -6.130 -1.779 -2.560 -0.2263
H -5.691 3.191 -0.334 0.3590
H -4.040 3.866 -0.056 0.4487
H -4.860 2.744 1.016 0.2492
H -3.303 1.292 -0.082 -0.2288
H -3.710 1.928 -1.678 0.3582
C -2.538 2.225 3.976 -1.5567
C -2.822 1.066 3.055 0.5964
O -4.201 0.718 3.161 -0.2287
C -4.623 -0.290 2.445 0.3646
O -3.985 -0.908 1.623 -0.6308
C -6.127 -0.567 2.686 0.8134
F -6.807 -0.051 1.641 -0.2163
F -6.358 -1.870 2.706 -0.2250
F -6.531 -0.010 3.799 -0.2106
H -2.896 2.028 4.987 0.3765
H -3.118 3.103 3.675 0.3626
H -1.507 2.572 4.023 0.3911
H -2.253 0.191 3.382 0.1842
H -2.507 1.329 2.040 -0.1849
C 1.340 -2.443 2.122 -0.8223
C 0.168 -2.385 3.086 0.1784
O -0.651 -3.567 3.038 -0.1866
C -1.402 -3.831 2.061 0.4470
O -1.590 -3.126 1.045 -0.4773
C -2.189 -5.165 2.219 0.7419
F -1.940 -5.735 3.360 -0.1784
F -3.480 -4.818 2.184 -0.1894
F -1.927 -5.938 1.171 -0.2252
H 1.989 -3.298 2.314 0.5082
H 1.926 -1.528 2.230 0.2565
H 1.049 -2.509 1.065 -0.0184
H -0.438 -1.503 2.870 -0.1874
H 0.589 -2.219 4.073 0.4765
C 9.898 -0.460 2.096 -1.0875
C 8.727 -1.394 2.160 -0.1721
O 7.528 -0.622 1.997 -0.1535
C 6.338 -1.151 2.230 0.2583
O 6.186 -2.279 2.578 -0.4377
C 5.133 -0.246 1.902 0.9866
F 4.318 -0.266 2.956 -0.2398
F 5.496 0.992 1.622 -0.2383
F 4.412 -0.738 0.859 -0.2641
H 9.839 0.132 1.180 0.3328
H 10.829 -1.022 2.126 0.4013
H 9.846 0.171 2.991 0.3277
H 8.644 -1.906 3.136 0.3585
H 8.677 -2.163 1.361 0.3282
C 1.816 5.179 -1.766 -1.3414
C 2.181 3.834 -2.337 0.0243
O 2.902 3.970 -3.586 -0.0509
C 3.195 2.974 -4.273 0.4910
O 2.955 1.784 -3.940 -0.6217
C 3.761 3.266 -5.690 0.7677
F 5.005 2.811 -5.739 -0.1978
F 3.028 2.627 -6.597 -0.2153
F 3.726 4.554 -5.905 -0.1629
H 0.942 5.600 -2.262 0.3622
H 2.650 5.878 -1.739 0.3834
H 1.519 5.055 -0.721 0.3898
H 1.283 3.212 -2.456 0.1536
H 2.723 3.248 -1.585 0.2425
```

Properties
Total charge: +5
Multiplicity: 1
HOMO level: -0.7602 Eh
E_LUMO: -18.93 eV
ΔE to the lowest compared entry with this formula, charge and spin: 0.0 kcal per mole

=====

# 4
The following is a quantum chemistry calculation of a structure of composition C22H29MoNO6 in a non-equilibrium geometry, from the OMol25 dataset.

The geometry in XYZ format:
```
59
Properties=species:S:1:pos:R:3:mulliken_charge:R:1
Mo 0.384 0.543 0.953 1.7847
C 2.817 0.614 2.704 -0.5999
C 1.955 -0.263 3.612 -0.4847
O 0.841 -0.652 2.805 -0.0366
C -0.174 -1.424 3.446 -0.5332
C -1.258 -1.603 2.377 -0.4801
O -1.422 -0.396 1.601 -0.2922
C -2.403 0.548 2.074 -0.4949
C -1.773 1.521 3.078 -0.5782
O -0.434 1.716 2.621 0.0736
C 0.325 2.737 3.276 -0.5428
C 1.684 2.792 2.555 -0.4623
O 1.988 1.519 1.946 -0.2389
H 3.321 -0.016 1.954 0.3202
H 3.573 1.163 3.276 0.4966
H 1.604 0.262 4.514 0.3245
H 2.528 -1.145 3.923 0.5204
H -0.539 -0.909 4.347 0.3148
H 0.216 -2.406 3.745 0.5110
H -2.210 -1.902 2.829 0.4862
H -0.939 -2.366 1.652 0.2855
H -3.255 0.026 2.523 0.4901
H -2.731 1.083 1.172 0.2647
H -1.761 1.114 4.100 0.3126
H -2.328 2.469 3.084 0.5205
H 0.437 2.494 4.343 0.3608
H -0.184 3.708 3.193 0.4865
H 2.477 3.070 3.258 0.4317
H 1.677 3.531 1.740 0.2769
C -0.884 -4.679 -3.215 -0.9417
O -1.883 -3.893 -2.603 -0.4055
C -1.986 -2.593 -2.454 0.4949
C -3.280 -2.223 -1.981 -0.6715
C -3.656 -0.918 -1.789 -0.7927
C -2.740 0.109 -2.047 -0.9191
C -1.463 -0.206 -2.478 -0.5102
C -1.044 -1.530 -2.685 0.5798
N 0.218 -1.746 -3.246 0.1213
C 1.230 -0.938 -3.446 -0.3387
C 1.553 0.416 -3.061 0.4978
C 2.239 1.143 -4.070 -0.8498
C 2.677 2.438 -3.891 -0.7954
C 2.522 3.054 -2.653 -0.8532
C 1.861 2.373 -1.646 -0.3887
C 1.361 1.079 -1.816 1.0047
O 0.814 0.564 -0.693 -0.8592
H -1.170 -5.713 -3.000 0.2689
H 0.116 -4.496 -2.810 0.3678
H -0.911 -4.558 -4.305 0.4122
H -3.981 -3.034 -1.844 0.5806
H -4.672 -0.684 -1.508 0.5366
H -3.042 1.143 -1.997 0.6404
H -0.820 0.591 -2.819 0.7927
H 0.318 -2.672 -3.673 0.1688
H 1.994 -1.353 -4.101 0.5603
H 2.389 0.686 -5.039 0.5460
H 3.170 2.952 -4.705 0.4744
H 2.918 4.043 -2.469 0.4772
H 1.733 2.820 -0.659 0.2838
```

Properties
Total charge: +4
Multiplicity: 1
HOMO level (alpha / beta): -0.7044 / -0.7024 Eh
E_LUMO (alpha / beta): -15.36 / -15.41 eV

=====

# 5
The following is a quantum chemistry calculation of a structure of composition C22H29N2O3PbS6 in a non-equilibrium geometry, from the OMol25 dataset.

The geometry in XYZ format:
```
63
Properties=species:S:1:pos:R:3:mulliken_charge:R:1
Pb 0.511 0.672 -0.468 1.0763
C 3.498 1.032 2.151 -1.0436
C 2.412 1.814 2.866 -0.5873
S 0.738 1.326 2.406 0.1054
C -0.021 2.950 2.630 -0.0643
C -1.385 3.030 2.000 -0.8494
S -1.324 2.921 0.138 0.0283
C -0.734 4.532 -0.547 -0.8957
C 0.693 4.871 -0.200 -0.6321
S 1.857 3.590 -0.720 0.0261
C 3.385 4.046 0.133 -0.6079
C 4.357 2.875 0.219 -0.9151
S 3.578 1.220 0.320 0.1720
H 3.297 -0.030 2.282 0.3379
H 4.499 1.190 2.565 0.5386
H 2.570 2.903 2.700 0.2676
H 2.485 1.587 3.923 0.5630
H 0.621 3.732 2.190 -0.2897
H -0.058 3.025 3.739 0.4838
H -1.904 3.978 2.196 0.4849
H -2.040 2.205 2.331 0.3897
H -1.426 5.258 -0.117 0.4506
H -0.901 4.547 -1.637 0.3998
H 0.735 5.080 0.895 0.3667
H 1.064 5.783 -0.713 0.4993
H 3.145 4.367 1.149 0.3363
H 3.855 4.895 -0.454 0.4838
H 4.993 3.025 1.111 0.3585
H 5.004 2.837 -0.654 0.4732
N 1.050 -2.415 1.253 -0.1794
C 1.888 -2.659 0.221 0.1536
N 2.286 -1.697 -0.661 0.0850
C 2.954 -2.294 -1.714 0.1997
C 3.303 -1.583 -2.917 -0.4158
C 3.469 -2.240 -4.097 -0.5474
C 3.203 -3.628 -4.190 -0.4782
C 2.844 -4.287 -3.051 -0.3563
C 2.854 -3.729 -1.775 0.3657
S 2.496 -4.289 -0.193 -0.1676
H 0.079 -1.981 0.976 0.2347
H 1.026 -3.114 2.003 0.3027
H 3.426 -0.502 -2.858 0.4413
H 3.770 -1.643 -4.940 0.4431
H 3.262 -4.181 -5.141 0.4295
H 2.515 -5.317 -3.073 0.4371
C -7.444 -3.590 0.112 -1.1383
C -6.042 -2.992 0.058 0.7229
C -5.710 -2.026 -0.916 -0.6749
C -4.472 -1.396 -0.960 -0.3928
C -3.449 -1.879 -0.196 0.0467
C -3.708 -2.772 0.827 -0.2427
C -4.987 -3.303 0.984 -0.5349
S -1.783 -1.405 -0.666 1.6602
O -1.878 -0.061 -1.306 -0.7491
O -1.181 -2.453 -1.443 -0.6370
O -1.066 -1.202 0.651 -0.7752
H -8.098 -3.058 -0.622 0.3607
H -7.901 -3.552 1.137 0.3771
H -7.382 -4.661 -0.120 0.3589
H -6.525 -1.744 -1.579 0.3670
H -4.260 -0.589 -1.633 0.5524
H -2.920 -3.019 1.564 0.3773
H -5.122 -3.999 1.831 0.4171
```

Properties
Total charge: +3
Multiplicity: 1
HOMO level (alpha / beta): -0.5846 / -0.5846 Eh
E_LUMO (alpha / beta): -10.80 / -12.20 eV

=====

# 6
The following is a quantum chemistry calculation of the ion C22H29N2O6 with charge +1, from the OMol25 dataset.

The geometry in XYZ format:
```
59
Properties=species:S:1:pos:R:3:mulliken_charge:R:1
C -7.242 -2.558 -0.947 -0.9329
H -8.328 -2.570 -0.882 0.2430
H -6.837 -3.423 -0.415 0.3815
O -6.842 -1.347 -0.341 -0.4189
C -5.544 -1.049 -0.253 1.1164
C -4.499 -1.833 -0.737 -0.5719
C -3.190 -1.426 -0.586 -1.1621
C -2.892 -0.217 0.045 -0.4029
C -3.939 0.583 0.544 -0.2366
C -5.248 0.182 0.407 0.5980
O -6.327 0.856 0.854 -0.4562
C -6.133 2.060 1.561 -0.8953
H -5.653 2.819 0.935 0.3547
H -7.129 2.399 1.837 0.2421
H -5.540 1.901 2.467 0.3558
H -3.690 1.493 1.063 0.6211
C -1.516 0.171 0.193 0.3313
O -0.551 -0.558 -0.050 -0.7460
N -1.287 1.506 0.640 -0.0039
C -0.082 1.700 1.436 -0.8246
H -0.291 2.483 2.170 0.4287
H 0.118 0.772 1.973 0.4105
C 1.128 2.091 0.569 -0.4352
N 0.902 1.502 -0.763 0.4240
H 0.557 0.503 -0.547 0.1411
C -0.202 2.219 -1.440 -0.7315
C -1.359 2.469 -0.436 -0.6981
H -1.292 3.469 -0.002 0.4202
H -2.318 2.376 -0.946 0.4242
H -0.547 1.604 -2.274 0.4663
H 0.178 3.164 -1.837 0.3772
C 2.126 1.412 -1.592 -0.8136
C 3.163 0.547 -0.927 0.0089
C 2.863 -0.764 -0.608 -0.9088
C 3.793 -1.599 0.019 -0.3674
C 5.062 -1.085 0.313 0.9549
C 5.362 0.247 -0.029 1.1301
C 4.420 1.063 -0.631 -0.5509
H 4.659 2.082 -0.887 0.4375
O 6.635 0.623 0.303 -0.5281
C 7.080 1.910 -0.056 -0.8758
H 7.023 2.064 -1.137 0.3563
H 8.120 1.958 0.261 0.2574
H 6.509 2.688 0.460 0.3409
O 6.023 -1.830 0.920 -0.5810
H 6.821 -1.286 0.994 0.3658
O 3.337 -2.843 0.274 -0.4287
C 4.183 -3.831 0.832 -0.8235
H 3.566 -4.726 0.898 0.2711
H 5.044 -4.028 0.191 0.3234
H 4.529 -3.550 1.827 0.3045
H 1.903 -1.202 -0.832 0.6082
H 1.839 0.985 -2.557 0.3474
H 2.516 2.420 -1.758 0.3583
H 2.051 1.685 0.986 0.3061
H 1.229 3.174 0.468 0.3952
H -2.382 -2.037 -0.956 0.4905
H -4.707 -2.768 -1.230 0.4271
H -6.941 -2.597 -1.998 0.3744
```

Properties
Total charge: +1
Multiplicity: 1
HOMO level: -0.3926 Eh
E_LUMO: -2.72 eV
SMILES string: COc1ccc(C(=O)N2CC[NH+](Cc3cc(OC)c(O)c(OC)c3)CC2)cc1OC
ΔE to the lowest compared entry with this formula, charge and spin: 0.0 kcal per mole